Record 1
DFT (wB97M-V/def2-TZVPD) results for C3H5NO3 in the gas phase.

The calculation puts the HOMO energy at -10.642 eV. The calculation puts the energy relative to the best compared isomer or geometry (same formula, charge and spin) at 524.79 kJ/mol. The molar mass is 103.08 g/mol. The value obtained for the lowest unoccupied orbital energy is -0.52 eV. The calculation puts the max |F| at 5.18 eV/A. The structure (SMILES) is C[C@H](C=O)[N+](=O)[O-]. As for the total charge: 0. The value obtained for the orbital gap is 10.1211 eV.

Last column: natural (NBO) charge in e.
Geometry (Å):
C -0.38512 -1.46914 -0.01770  0.425
C 0.04284 0.02541 -0.26115  -0.215
C -0.84474 1.11067 0.22277  -0.630
N 1.43112 0.15958 -0.06673  0.508
O 2.03155 -0.83997 -0.43575  -0.375
O 1.94570 1.02316 0.64693  -0.358
O -1.47848 -1.97462 0.25335  -0.494
H 0.38122 -2.24650 -0.15946  0.161
H -0.15434 0.16129 -1.40629  0.268
H -1.82397 0.70981 0.21424  0.247
H -0.56704 2.01919 -0.21432  0.234
H -0.57875 1.32112 1.22411  0.228

Atoms 1-2, force components in eV/Å:
-1.76 -2.52 0.68
-3.69 -0.23 -3.63

Record 2
DFT (wB97M-V/def2-TZVPD) results for C6H10N2OS in the gas phase.

The calculation puts the HOMO energy at -9.343 eV. The calculation puts the energy relative to the best compared isomer or geometry (same formula, charge and spin) at 502.49 kJ/mol. The molar mass is 158.23 g/mol. The value obtained for the lowest unoccupied orbital energy is 0.08 eV. The calculation puts the max |F| at 2.17 eV/A. The structure (SMILES) is CC[C@@](C)(S)/N=C\C#[N+][O-]. As for the total charge: 0. The value obtained for the orbital gap is 9.4277 eV.

Last column: natural (NBO) charge in e.
Geometry (Å):
C -1.34835 0.01800 1.48936  0.034
C -2.49643 0.31944 0.68177  0.072
C 0.33172 -0.31323 -0.32365  0.048
C -0.61091 -0.09977 -1.48844  -0.664
C 2.33906 0.80781 0.98476  -0.612
C 1.59567 0.58978 -0.39685  -0.416
N -0.20390 -0.16915 1.02366  -0.397
N -3.37996 0.03024 -0.01855  0.247
O -4.20620 -0.24172 -0.80894  -0.369
S 0.89971 -2.11942 -0.34864  -0.040
H -1.36286 0.01083 2.54573  0.212
H -0.21075 -2.66303 0.18989  0.128
H 0.07448 0.22288 -2.31053  0.226
H -1.37982 0.72111 -1.32100  0.222
H -1.07222 -1.01247 -1.82362  0.232
H 2.35305 -0.17126 1.38238  0.225
H 1.65774 1.25775 1.64442  0.211
H 3.31618 1.37164 0.97242  0.218
H 2.20135 -0.04658 -1.04882  0.206
H 1.50243 1.48717 -1.02534  0.218

Atoms 1-2, force components in eV/Å:
0.66 0.55 -1.24
-1.43 -0.41 -0.03

Record 3
DFT (wB97M-V/def2-TZVPD) results for C8H13N in the gas phase.

The calculation puts the HOMO energy at -8.684 eV. The calculation puts the energy relative to the best compared isomer or geometry (same formula, charge and spin) at 466.75 kJ/mol. The molar mass is 123.20 g/mol. The value obtained for the lowest unoccupied orbital energy is 1.03 eV. The calculation puts the max |F| at 6.18 eV/A. The structure (SMILES) is C[C@H]1C[C@@H]2C=CCN[C@@H]12. As for the total charge: 0. The value obtained for the orbital gap is 9.7116 eV.

Last column: natural (NBO) charge in e.
Geometry (Å):
C 2.37469 -0.67210 -0.69304  -0.628
C 1.64836 -0.01959 0.56677  -0.194
C 1.31313 1.36975 0.29484  -0.411
C -0.16671 0.85509 -0.15552  -0.227
C -1.62623 1.47044 -0.23498  -0.207
C -2.44297 0.47248 -0.22225  -0.176
C -2.15477 -0.90111 0.21837  -0.279
C 0.05187 -0.37799 0.55668  -0.065
H 2.59409 -1.80220 -0.36124  0.210
H 1.91578 -0.45746 -1.65367  0.220
H 3.44600 -0.25854 -0.66558  0.205
H 2.07822 -0.35295 1.45553  0.205
H 2.09423 1.88201 -0.41462  0.217
H 1.17249 1.88859 1.27043  0.204
H 0.14717 0.56940 -1.23372  0.205
H -1.98177 2.45062 -0.52887  0.226
H -3.61993 0.60668 -0.56835  0.202
H -2.47321 -1.28144 1.15479  0.204
H -2.86480 -1.71803 -0.27059  0.197
H -0.60519 -2.34711 -0.06343  0.378
H -0.09782 -0.01644 1.69318  0.153
N -0.80263 -1.36012 -0.14473  -0.639

Atoms 1-2, force components in eV/Å:
2.45 -1.22 3.40
-1.41 -4.01 -4.03

Record 4
DFT (wB97M-V/def2-TZVPD) results for C4H7NO2 in the gas phase.

The calculation puts the HOMO energy at -9.361 eV. The calculation puts the energy relative to the best compared isomer or geometry (same formula, charge and spin) at 124.06 kJ/mol. The molar mass is 101.10 g/mol. The value obtained for the lowest unoccupied orbital energy is 0.85 eV. The calculation puts the max |F| at 0.54 eV/A. The structure (SMILES) is O=C1CNC[C@@H]1O. As for the total charge: 0. The value obtained for the orbital gap is 10.2065 eV.

Last column: natural (NBO) charge in e.
Geometry (Å):
O -2.20440 -0.19599 -0.31454  -0.699
C -0.95108 -0.38789 0.27814  -0.021
C 0.05886 -1.08975 -0.62452  -0.234
N 1.36068 -0.58199 -0.16200  -0.623
C 1.21966 0.78452 0.33455  -0.344
C -0.26857 0.94316 0.56195  0.583
O -0.87364 1.95323 0.83667  -0.534
H -2.52391 0.65943 0.01692  0.487
H -1.03588 -0.92735 1.23732  0.189
H 0.03094 -2.17816 -0.51574  0.205
H -0.18408 -0.83737 -1.66788  0.185
H 2.05951 -0.64818 -0.89065  0.372
H 1.54208 1.57207 -0.36286  0.212
H 1.76984 0.93427 1.27263  0.223

Atoms 1-2, force components in eV/Å:
-0.12 0.12 0.12
0.22 -0.05 0.03

Record 5
DFT (wB97M-V/def2-TZVPD) results for a molecular structure, C4H7Br2NaO4.

The calculation puts the HOMO energy at 1.807 eV. The calculation puts the energy relative to the best compared isomer or geometry (same formula, charge and spin) at 232.95 kJ/mol. The molar mass is 301.89 g/mol. The value obtained for the lowest unoccupied orbital energy is 4.01 eV. The calculation puts the max |F| at 6.94 eV/A. As for the total charge: -2. The value obtained for the orbital gap is 2.1999 eV.

Last column: natural (NBO) charge in e.
Geometry (Å):
Na 0.50862 0.94809 -0.21433  0.879
C 0.93263 -0.68940 -2.56737  0.914
O -0.13827 -0.62659 -2.00626  -0.919
O 1.78471 0.22686 -2.26600  -0.978
O 1.22703 -1.62060 -3.34133  -0.917
C -1.79719 3.26300 -0.76719  -0.249
O -0.84629 2.70223 -1.68968  -0.956
H -1.83807 2.80984 0.22331  0.058
H -1.60599 4.30507 -0.51096  0.086
H -2.84511 3.10125 -1.01977  0.094
Br 2.16866 -0.14230 1.71157  -0.033
C 1.19053 -1.83129 2.27505  -0.415
C -0.00269 -2.13196 1.32353  -0.468
Br -1.22558 -0.59085 1.49104  -0.019
H 0.84899 -1.77649 3.30871  0.204
H 1.94815 -2.61428 2.24299  0.213
H -0.56804 -3.04085 1.52943  0.218
H 0.25790 -2.29174 0.27726  0.289

Atoms 1-2, force components in eV/Å:
-0.50 0.36 -2.71
3.41 0.47 -0.55

Record 6
DFT (wB97M-V/def2-TZVPD) results for 3 unconnected molecules or ions with the total composition C23H48N8O4P2S.

The calculation puts the HOMO energy at -7.865 eV. The molar mass is 594.70 g/mol. The value obtained for the lowest unoccupied orbital energy is -1.35 eV. The calculation puts the max |F| at 8.96 eV/A. The structure (SMILES) is CN(C)P(=O)(N(C)C)N(C)C.CN(C)P(=O)(N(C)C)N(C)C.O=COCCCCc1cccc2nsnc12. As for the total charge: 0. The value obtained for the orbital gap is 6.5139 eV.

Last column: Mulliken charge in e.
Geometry (Å):
O -4.21065 -1.15006 3.64968  -0.469
C -4.03002 -1.40521 4.96507  0.238
O -3.49214 -2.75505 5.28477  -0.355
C -2.21688 -2.80389 4.50060  -0.270
C -1.13440 -3.87113 5.16961  -0.389
C 0.29550 -3.08566 5.41307  -0.658
C 1.30411 -3.08621 4.12119  -0.667
C 1.05235 -1.88452 3.03643  0.441
C 0.44701 -2.33798 1.55029  -0.638
C 0.17383 -1.23824 0.33240  -0.262
C 0.51830 0.35000 0.54636  -0.565
C 1.10025 0.80877 2.00824  0.270
N 1.50048 2.23193 2.41356  -0.213
S 2.06303 2.07605 4.06715  0.168
N 1.95332 0.35032 4.49624  -0.528
C 1.36921 -0.29029 3.23932  0.488
H -4.22551 -0.60251 5.80317  0.302
H -1.73805 -1.72621 4.49849  0.334
H -2.40296 -3.17172 3.38977  0.128
H -0.92624 -4.80195 4.48463  0.246
H -1.61300 -4.27009 6.18655  0.284
H 0.05360 -2.02671 5.85389  0.336
H 0.83840 -3.68430 6.29271  0.317
H 1.24659 -4.13477 3.58463  0.321
H 2.41399 -2.99343 4.53515  0.316
H 0.20633 -3.47638 1.30740  0.242
H -0.27329 -1.56460 -0.71898  0.290
H 0.34320 1.13012 -0.33295  0.285
O -0.18036 6.98771 -1.05532  -0.863
P 0.67877 7.64591 0.05202  0.752
N 1.97479 7.95603 -1.01157  0.172
C 2.62629 6.90291 -1.77227  -1.042
C 1.70896 9.08743 -1.90753  -1.188
N 0.86702 6.22127 0.96573  0.195
C 2.09078 5.46663 1.16566  -0.678
C -0.26011 5.28288 0.95844  -0.940
N 1.66641 8.40256 1.32499  0.056
C 0.90953 9.48113 1.96789  -1.027
C 3.06588 8.80948 1.21791  -1.000
H 3.52845 7.29153 -2.25758  0.377
H 1.97562 6.47188 -2.54491  0.298
H 2.98450 6.09897 -1.13271  0.292
H 1.38871 9.96073 -1.32840  0.308
H 0.91938 8.85393 -2.62912  0.325
H 2.60841 9.38886 -2.45552  0.348
H 2.28301 4.77263 0.34283  0.363
H 2.02532 4.87125 2.08449  0.116
H 2.96957 6.09605 1.29982  0.181
H -0.25634 4.66333 0.05341  0.263
H -1.21421 5.81927 1.00763  0.291
H -0.23654 4.61654 1.82801  0.359
H 0.82832 10.35029 1.30522  0.336
H 1.37221 9.79437 2.90941  0.353
H -0.10336 9.14287 2.20769  0.332
H 3.19164 9.70492 0.60180  0.331
H 3.70633 8.01919 0.81504  0.296
H 3.46913 9.03452 2.21420  0.380
O -0.74238 -3.88705 -2.57436  -0.749
P -1.30772 -4.83118 -3.66365  0.699
N -2.03624 -5.86370 -2.51899  0.176
C -1.27910 -6.50718 -1.45841  -0.816
C -3.25892 -5.29182 -1.94327  -1.137
N 0.21484 -5.37049 -4.20292  0.234
C 0.77422 -6.70143 -4.05211  -1.048
C 1.31175 -4.39826 -4.15147  -0.949
N -1.95763 -5.91652 -4.91587  0.014
C -2.74444 -5.14597 -5.88370  -1.025
C -2.61006 -7.20625 -4.70021  -0.996
H -1.90312 -7.24763 -0.94579  0.396
H -0.90316 -5.79467 -0.71200  0.044
H -0.43858 -7.07910 -1.84585  0.295
H -3.93439 -4.96349 -2.74110  0.308
H -3.04009 -4.42608 -1.30982  0.290
H -3.81055 -6.03037 -1.35131  0.358
H 1.25065 -6.83738 -3.07734  0.387
H 1.54018 -6.88152 -4.81623  0.382
H 0.04286 -7.49613 -4.19355  0.226
H 1.73230 -4.32582 -3.14112  0.277
H 0.96595 -3.40402 -4.45535  0.285
H 2.12142 -4.66605 -4.83953  0.339
H -3.69968 -4.83109 -5.44834  0.337
H -2.94154 -5.72122 -6.79413  0.358
H -2.19823 -4.24723 -6.18666  0.329
H -3.61683 -7.09777 -4.28565  0.333
H -2.03483 -7.86664 -4.04443  0.295
H -2.70112 -7.74528 -5.65258  0.374

Atoms 1-2, force components in eV/Å:
0.93 -1.01 8.85
-0.34 -0.81 -7.29